Entry from OMol25: an isolated molecule of C6H15NO in a non-equilibrium geometry (ωB97M-V/def2-TZVPD).

```
23
Properties=species:S:1:pos:R:3:forces:R:3:mulliken_charge:R:1
C -1.531 -1.824 -2.125 0.19 -0.17 0.58 -1.181
C -0.711 -0.623 -1.664 -0.31 0.23 -0.61 -0.392
N -0.582 -0.541 -0.230 0.01 -0.28 0.11 0.175
C -1.748 0.008 0.438 1.05 -0.19 0.70 -1.105
C 0.712 -0.159 0.295 0.53 -0.55 -0.08 -0.949
C 0.888 1.284 0.773 0.13 -0.16 -0.45 -0.279
C 2.236 1.487 1.444 0.07 -0.37 0.23 -0.497
O 2.284 0.934 2.762 -0.38 -0.47 -0.13 -0.507
H -2.401 -1.929 -1.482 -0.27 0.04 -0.04 0.279
H -0.976 -2.758 -2.011 0.06 0.08 -0.17 0.285
H -1.872 -1.695 -3.145 0.00 -0.10 -0.25 0.373
H -1.196 0.268 -2.092 -0.05 0.24 0.15 0.294
H 0.270 -0.645 -2.135 0.14 -0.12 0.13 0.362
H -2.608 -0.618 0.240 -0.38 0.24 -0.31 0.267
H -1.884 1.074 0.212 -0.46 -0.09 -0.17 0.367
H -1.587 -0.064 1.523 -0.05 0.03 -0.14 0.368
H 1.457 -0.434 -0.469 -0.15 0.45 0.09 0.326
H 1.002 -0.848 1.111 -0.36 0.16 0.16 0.299
H 0.106 1.499 1.492 -0.14 0.30 0.15 0.352
H 0.793 1.977 -0.073 -0.06 -0.06 0.11 0.251
H 3.016 1.010 0.833 0.03 0.29 -0.02 0.285
H 2.457 2.543 1.579 0.08 0.03 -0.15 0.312
H 1.873 0.052 2.723 0.31 0.47 0.10 0.318
```
Positions in Å, forces in eV/Å.

## Properties
calculated total energy = -10002.0163 eV
energy relative to the best compared isomer or geometry (same formula, charge and spin) = 1.7409 eV
charge = 0
SMILES string = CCN(C)CCCO
gap between HOMO and LUMO = 9.17 eV
E_HOMO = -8.2 eV

---

Entry from OMol25: a cluster of 14 separate species, C6H36N2O13 in total in a non-equilibrium geometry (ωB97M-V/def2-TZVPD).

```
57
Properties=species:S:1:pos:R:3:forces:R:3:mulliken_charge:R:1
C -1.901 0.394 2.145 1.03 -0.33 0.45 -1.217
C -1.836 -0.443 0.885 0.21 -1.16 -0.46 -0.320
C -0.725 -1.551 0.887 -2.74 0.17 0.51 0.133
C 0.611 -1.096 0.514 -0.03 -0.93 0.93 0.389
C 1.689 -1.892 0.222 1.07 0.51 0.22 -0.836
N 2.864 -1.251 0.515 -0.45 1.38 -0.32 -0.630
C 2.493 -0.048 0.927 0.14 -1.25 -0.19 -0.477
N 1.124 0.081 0.994 2.21 0.08 -0.43 1.193
H -1.598 -0.231 3.001 -0.39 0.04 -0.17 0.267
H -2.863 0.835 2.372 -0.15 0.14 -0.21 0.449
H -1.129 1.153 2.161 -0.09 0.58 -0.06 0.164
H -1.703 0.061 -0.077 -0.09 0.73 0.54 -0.057
H -2.783 -0.970 0.764 -0.07 -0.06 0.07 0.388
H -0.777 -2.058 1.880 0.50 0.44 -0.40 0.257
H -1.116 -2.321 0.229 0.52 -0.04 -0.12 -0.054
H 1.843 -2.889 -0.144 -0.73 -0.34 -0.05 0.318
H 3.229 0.693 1.146 -0.20 0.65 0.34 0.542
H 0.707 0.911 1.381 -0.45 -0.23 -0.02 -0.301
H -1.023 2.584 -3.326 0.52 0.82 0.77 0.323
H -0.563 1.651 -4.233 1.01 -0.17 -0.41 0.297
O -0.145 2.333 -3.679 -1.74 -0.55 -0.28 -0.602
H -2.684 1.563 -1.963 -0.37 0.11 0.03 0.502
H -3.572 2.815 -2.201 -0.05 0.03 0.06 0.264
O -2.690 2.543 -1.937 0.49 -0.26 -0.31 -0.663
H -1.958 3.388 -0.476 -0.28 -0.30 0.71 0.388
H -1.888 4.046 1.056 -0.01 -0.82 -0.35 0.296
O -1.891 4.160 0.103 0.25 1.28 -0.23 -0.649
H 4.828 0.413 -1.614 -0.56 -0.04 0.42 0.329
H 3.819 1.652 -1.501 -0.01 -0.41 0.63 0.361
O 4.562 1.264 -1.964 0.91 0.70 -0.84 -0.667
H -2.252 -0.751 -1.761 0.47 -0.19 0.04 0.267
H -3.697 -0.745 -2.033 -0.19 -0.09 -0.03 0.295
O -2.930 -0.174 -2.089 -0.23 0.98 -0.56 -0.699
H 2.658 1.217 -3.017 0.22 -0.13 0.09 0.332
H 1.364 0.440 -3.073 -0.30 0.03 0.09 0.168
O 2.032 0.745 -2.455 -0.27 -0.41 -0.27 -0.540
H -3.254 -3.532 -1.506 0.14 0.26 0.10 0.298
H -1.970 -2.650 -1.374 -0.59 -0.43 -0.31 0.323
O -2.952 -2.615 -1.470 -0.13 -0.59 0.30 -0.667
H 0.846 1.984 3.650 -0.01 0.04 -0.20 0.256
H 1.327 1.307 4.901 -0.10 -0.13 0.04 0.277
O 0.651 1.226 4.219 0.23 0.18 0.04 -0.580
H -1.002 -4.172 -1.949 0.66 -0.82 0.61 0.308
H 0.267 -3.384 -1.286 -0.02 -0.73 0.37 0.243
O -0.465 -3.389 -1.892 -0.26 1.80 -1.73 -0.731
H 0.535 -4.771 0.377 0.04 0.05 -0.20 0.328
H -0.672 -5.074 1.173 -0.20 0.30 -0.58 0.287
O -0.426 -4.713 0.297 0.20 -0.87 1.39 -0.587
H 1.660 -2.086 4.256 -0.02 0.07 0.04 0.291
H 1.527 -2.085 2.741 0.10 0.14 -0.23 0.408
O 1.521 -2.667 3.504 -0.10 -0.24 0.14 -0.685
H 2.463 3.758 1.800 -0.22 -0.20 0.01 0.278
H 1.534 3.012 0.834 0.16 0.42 0.16 0.337
O 1.766 3.088 1.784 -0.07 -0.14 0.08 -0.568
H 1.308 3.303 -1.707 0.01 0.43 0.14 0.285
H 1.515 2.001 -1.078 0.32 -0.20 -0.06 0.310
O 1.722 2.937 -0.913 -0.32 -0.30 -0.27 -0.619
```
Positions in Å, forces in eV/Å.

## Properties
calculated total energy = -36403.8266 eV
energy relative to the best compared isomer or geometry (same formula, charge and spin) = 0.2262 eV
charge = 0
gap between HOMO and LUMO = 8.74 eV
E_HOMO = -8.7 eV

---

Entry from OMol25: an isolated molecule of C12H12N6O4S2 in a non-equilibrium geometry (ωB97M-V/def2-TZVPD).

```
36
Properties=species:S:1:pos:R:3:forces:R:3:mulliken_charge:R:1
C 3.975 4.081 0.212 -1.64 -0.20 0.74 -0.961
C 2.433 3.984 0.028 1.19 2.02 0.09 0.458
N 1.842 4.686 -0.921 2.13 -0.69 0.70 -0.442
N 0.567 4.383 -1.061 -1.48 -1.46 -0.35 -0.332
C 0.175 3.444 -0.240 -1.51 1.07 -0.06 0.652
S -1.473 2.771 -0.598 0.95 0.50 0.29 -0.165
C -1.464 1.286 0.348 -0.83 0.14 -0.44 0.159
C -1.688 0.083 -0.231 0.54 2.53 -0.60 -0.545
C -1.662 -1.091 0.522 -1.09 -1.17 3.10 0.410
N -1.804 -2.222 -0.160 0.09 -2.74 2.42 -0.190
C -1.172 -2.523 -1.415 2.34 -3.27 2.73 -1.160
C 0.364 -2.468 -1.395 -0.04 -0.82 -0.40 -0.325
C 1.037 -3.289 -2.515 0.97 3.33 0.65 -0.701
O 0.427 -2.920 -3.691 -0.89 -0.34 -3.65 -0.527
C -1.641 -1.059 1.981 -0.63 -1.30 -3.27 -0.663
N -1.452 -2.254 2.761 -1.22 -1.01 -1.90 0.924
O -2.119 -3.298 2.442 1.62 2.07 0.86 -0.646
O -0.590 -2.160 3.582 0.15 -0.87 1.19 -0.528
C -1.672 0.192 2.550 0.36 4.02 3.60 0.750
N -1.739 0.715 3.792 0.52 -1.13 1.52 -0.592
O -1.575 2.109 3.804 -1.05 -2.97 -4.45 -0.094
N -1.554 2.477 2.419 0.63 -0.02 1.99 -0.471
C -1.559 1.345 1.772 0.60 1.73 -1.34 0.723
S 1.289 3.189 1.061 0.32 -1.16 -1.04 -0.091
H 4.434 3.628 -0.637 0.27 -0.39 -0.75 0.267
H 4.325 3.536 1.091 -0.18 0.14 0.01 0.349
H 4.314 5.109 0.253 -0.17 0.20 0.09 0.287
H -1.918 0.084 -1.292 0.43 -0.38 0.04 0.415
H -1.887 -3.040 0.501 0.00 1.03 -1.04 0.435
H -1.573 -1.908 -2.063 -1.72 2.65 -3.92 0.351
H -1.418 -3.564 -1.600 -0.47 0.01 -0.48 0.442
H 0.660 -1.454 -1.464 0.55 1.17 -0.09 0.329
H 0.727 -2.854 -0.460 0.15 -0.16 0.68 0.411
H 0.788 -4.264 -2.450 0.07 -3.59 1.30 0.488
H 2.144 -3.057 -2.572 -1.00 -0.60 0.42 0.260
H 0.459 -3.677 -4.356 0.03 1.67 1.36 0.322
```
Positions in Å, forces in eV/Å.

## Properties
calculated total energy = -51430.8893 eV
charge = 0
SMILES string = Cc1nnc(Sc2cc(NCCCO)c([N+](=O)[O-])c3nonc23)s1
gap between HOMO and LUMO = 7.27 eV
E_HOMO = -8.8 eV

---

Entry from OMol25: an isolated molecule of C18H18F2N2O7S in a non-equilibrium geometry (ωB97M-V/def2-TZVPD).

```
48
Properties=species:S:1:pos:R:3:forces:R:3:mulliken_charge:R:1
C -1.882 5.727 -2.594 9.19 0.18 2.18 -0.781
O -1.300 4.407 -2.517 0.98 -0.26 2.03 -0.458
C -0.454 3.914 -1.331 -4.93 -4.85 -8.38 0.978
C -0.337 2.474 -1.489 1.33 3.55 4.15 -1.263
C 0.276 1.764 -0.447 0.67 1.61 -3.22 0.821
C 0.687 0.413 -0.629 -0.46 -0.43 -2.14 0.455
C 0.405 -0.321 -1.756 2.55 -4.49 5.82 -1.431
C 0.644 -1.857 -1.591 5.66 -1.53 2.09 0.631
O 1.490 -2.390 -0.683 -5.25 2.54 -5.11 -0.663
O 0.161 -2.645 -2.701 -0.06 4.81 1.91 -0.467
C 0.682 -3.882 -2.800 3.32 -1.44 7.20 -0.640
C 0.082 -4.796 -1.547 13.50 -1.60 -5.80 0.650
O 1.114 -5.658 -1.305 -6.70 2.38 0.63 -0.691
N -0.969 -4.305 -1.114 -0.73 -7.56 4.24 0.150
C -1.579 -5.021 -0.129 -5.29 -3.26 7.34 -0.711
C -1.894 -4.060 1.255 -0.57 0.12 -4.28 -0.809
N -0.567 -3.449 1.525 -4.56 0.11 -1.17 0.443
C 0.308 -4.147 2.095 7.42 -4.94 7.88 0.496
O 0.432 -5.299 2.566 -2.28 1.29 -2.38 -0.670
C 1.592 -3.339 2.617 -7.25 3.28 -1.75 -0.834
S 1.132 -1.618 2.347 -0.70 0.30 -0.59 -0.059
C -0.280 -2.133 1.452 -5.62 6.03 -3.01 0.429
O -1.205 -1.351 0.842 5.17 -3.55 3.15 -0.693
C 0.934 2.551 0.488 -0.89 -0.68 3.53 -1.267
C 0.590 3.854 0.617 -0.67 3.37 2.38 -0.378
C -0.201 4.611 -0.291 2.39 -2.35 1.33 0.341
O -0.592 5.867 -0.428 2.95 3.28 5.41 -0.301
C -0.070 6.565 0.701 -1.58 6.33 2.30 0.339
F 1.325 6.751 1.132 -2.40 -1.88 -2.07 -0.233
F -0.700 6.244 1.911 0.66 -1.13 -1.58 -0.232
H -0.975 6.551 -2.612 -2.14 -1.86 -0.21 0.153
H -2.468 6.064 -1.881 -2.81 0.74 4.19 0.321
H -2.360 5.878 -3.403 -3.15 0.02 -6.30 0.500
H -0.657 2.108 -2.369 -1.19 -1.47 -2.69 0.674
H 1.407 0.232 0.151 0.01 -1.68 -0.05 0.587
H -0.203 -0.266 -2.535 -2.71 1.73 -3.12 0.590
H 0.340 -4.364 -3.582 -1.29 -1.92 -4.53 0.628
H 1.845 -3.964 -2.560 -2.62 0.36 -1.00 0.243
H -1.397 -3.547 -1.279 -3.15 7.43 -2.82 0.031
H -2.642 -5.572 -0.204 1.65 1.85 -1.26 0.291
H -1.140 -5.995 0.315 0.85 2.13 -1.17 0.435
H -2.348 -4.783 1.942 0.96 0.59 0.62 0.431
H -2.665 -3.214 1.019 1.75 -1.51 0.40 0.293
H 2.107 -3.593 1.867 5.45 -1.78 -5.18 0.352
H 1.929 -3.444 3.528 1.34 -1.39 4.56 0.602
H 1.338 2.119 1.478 -0.21 0.35 -2.02 0.176
H 0.703 4.355 1.595 0.76 -0.45 -0.57 0.357
H -0.390 7.696 0.651 0.70 -2.36 -0.96 0.185
```
Positions in Å, forces in eV/Å.

## Properties
calculated total energy = -52527.8723 eV
energy relative to the best compared isomer or geometry (same formula, charge and spin) = 14.5187 eV
charge = 0
SMILES string = COc1cc(/C=C/C(=O)OCC(=O)NCCN2C(=O)CSC2=O)ccc1OC(F)F
gap between HOMO and LUMO = 7.99 eV
E_HOMO = -8.8 eV